141
Properties=species:S:1:pos:R:3 method="wB97M-V/def2-TZVPD" energy_ha=-6152.122802 homo_ev=0.0 total_charge=-2
Cs -0.1962 -0.0570 -0.6781
Te -0.2334 -0.5700 3.3832
Ge -5.7576 1.2544 1.6732
S 0.3542 2.9352 -0.0190
S 1.6698 1.6430 -2.9204
Si -1.8056 1.9215 5.0104
Si 2.4839 -1.4146 5.2507
O -1.2904 -3.6365 -0.9194
O 0.4270 -3.7334 1.2931
O -3.3355 -2.1321 -0.2125
O 0.9011 -1.2241 -8.8892
O -2.1202 -2.9027 2.2996
O 3.3945 -1.4578 0.6258
N 0.2745 0.8918 -8.5328
N 5.6315 -1.2049 0.4532
N 0.0895 -3.2231 -4.2198
N 4.2838 0.5280 1.2585
N 0.3809 -0.5987 -6.7360
C 4.3664 -0.7268 0.7461
C -6.6941 3.0326 1.7226
C 2.7824 4.1236 -3.1596
C -3.4846 -2.6182 2.1423
C 0.9863 -4.1109 -4.6870
C -4.0380 -2.8938 0.7391
C -2.4266 -3.8464 -1.7078
C 1.8838 3.2482 -2.3113
C -1.6289 2.9814 3.4612
C -6.9024 0.2574 0.2609
C 0.5617 -0.3756 -8.0675
C -1.7872 -4.2620 2.2117
C 0.6345 -1.7942 -6.0733
C 0.3509 2.5305 -6.6709
C -6.5295 0.3741 3.3235
C -0.8437 4.3645 -8.3787
C -0.3030 2.1379 6.1981
C -0.5081 4.7611 -7.0894
C 3.0583 -2.1790 6.9252
C -0.0502 -2.0965 -4.9014
C 0.0059 2.1344 -7.9670
C 5.7433 -2.4723 -0.2215
C -1.9767 0.1023 4.4937
C 3.2672 0.3261 5.1682
C -0.7451 6.1675 -6.6247
C 6.8248 -0.3984 0.5019
C 1.4900 5.2335 -0.8666
C -0.4640 -4.7556 -0.8176
C 6.6793 0.6187 1.6226
C -3.8688 1.4542 1.6858
C 0.7176 -4.4216 0.1069
C 1.7406 -3.8996 -5.8240
C -0.2645 -4.4106 2.3049
C 1.5722 -2.7345 -6.5481
C 1.3072 3.7686 -1.1933
C 0.6003 -1.3251 5.2632
C -0.5997 3.0796 -8.8091
C 0.0871 3.8171 -6.2485
C -3.3545 -2.6315 -1.5205
C 5.4157 1.4177 1.3420
C -3.3878 2.4452 5.9691
C 2.9876 1.1543 1.3980
C 3.1647 -2.4928 3.8379
H -6.2269 3.6980 2.4416
H 4.3347 0.2715 4.9660
H 4.1411 -2.1755 7.0109
H 2.8157 1.9078 0.6251
H -7.6016 0.5602 3.3672
H 6.9978 0.1179 -0.4563
H -1.2970 6.7363 -7.3741
H 6.1127 -2.3472 -1.2463
H -2.1201 -0.5969 5.3140
H -2.9385 -4.7745 -1.3896
H -0.6880 2.8203 2.9405
H 6.4260 -3.1379 0.3192
H -2.1232 -4.7013 1.2667
H 2.7241 -3.2066 7.0305
H -6.5408 0.5052 -0.7359
H 0.1626 -2.3000 5.4733
H 6.5801 0.0901 2.5718
H -3.3649 0.4829 1.6068
H 2.2109 4.8803 -3.7066
H 5.2209 2.1331 2.1479
H 2.1202 -2.5404 -7.4507
H 0.0662 -3.9466 3.2382
H -3.6193 1.7914 6.8071
H -1.3082 6.1765 -5.6916
H 3.5226 4.6451 -2.5449
H 0.2572 -0.6471 6.0382
H 4.2493 -2.4241 3.7733
H -4.3742 -2.9102 -1.8282
H -2.4338 2.6885 2.7720
H 4.7488 -2.9139 -0.2533
H 5.5411 1.9840 0.4072
H -0.0120 -5.4831 2.3063
H 7.5478 1.2742 1.6768
H -0.0645 0.1237 -6.1887
H 2.4585 -4.6401 -6.1482
H -7.9605 0.5006 0.3148
H 2.6593 -1.6178 7.7653
H -1.2966 5.0750 -9.0599
H 2.8055 0.9015 4.3718
H 7.6790 -1.0660 0.6824
H 1.3796 -3.7366 -0.4214
H 2.5295 5.4693 -0.6214
H -0.4367 1.6193 7.1442
H -2.2654 -4.8170 3.0422
H -0.7664 -1.3883 -4.4925
H -0.1326 3.1875 6.4204
H 0.3653 4.0959 -5.2439
H -0.8681 2.7885 -9.8173
H 3.3053 3.5048 -3.8868
H -2.1505 -3.9553 -2.7661
H -7.7395 2.9210 2.0001
H -3.9622 -3.9679 0.5167
H -6.3825 -0.7044 3.3148
H -5.1045 -2.6186 0.7315
H 0.2433 0.8910 -9.5454
H -3.5832 -1.5533 2.3556
H -1.7236 4.0446 3.6617
H 2.7585 -2.1835 2.8774
H -6.7936 -0.8179 0.3927
H -3.5506 2.0475 0.8184
H 1.0888 -5.0191 -4.1025
H 0.5961 1.7470 5.7310
H -3.3016 3.4580 6.3542
H -4.2314 2.4248 5.2865
H -6.0875 0.7562 4.2394
H 0.2055 6.6729 -6.4415
H -6.6592 3.5243 0.7535
H -2.8222 0.0305 3.8225
H 0.8640 1.8735 -5.9849
H -0.0656 -5.0306 -1.8052
H -1.0359 -5.6268 -0.4385
H 0.8681 5.4762 -0.0073
H 2.9097 -3.5397 3.9812
H 2.8987 1.6330 2.3755
H 1.1878 5.8636 -1.7081
H -4.0744 -3.2040 2.8679
H -3.0040 -1.8118 -2.1503
H 3.1339 0.8769 6.0964
H 1.2543 -5.3625 0.3187
H 2.2185 0.3923 1.3118